Below is 14 unconnected molecules or ions with the total composition C18H22Cl39O2S, with properties calculated with ωB97M-V with the def2-TZVPD basis set.

Properties
**Kohn-Sham gap**: 7.30 eV
**DFT total energy**: -522316.7145 eV
**Strongest force on any atom**: 1.8 eV/A
**Highest occupied orbital energy**: -12.19 eV

ORCA input file:
```
! RIJCOSX wB97M-V def2-TZVPD def2/J DEFGRID3
* xyz 1 1
C -0.333 -0.006 3.427
C -0.674 0.464 2.192
S 0.339 0.323 0.792
C 0.923 -1.424 0.516
O 2.295 -1.475 0.283
C 3.121 -0.831 1.200
C 3.008 -1.199 2.646
O 3.872 -0.024 0.784
H -0.190 -1.072 3.634
H -0.190 0.664 4.274
H -1.611 0.983 1.987
H 1.489 0.893 1.211
H 0.426 -1.752 -0.398
H 0.553 -2.052 1.333
H 2.081 -1.701 2.923
H 3.871 -1.834 2.878
H 3.134 -0.277 3.221
C -2.075 -2.023 6.365
Cl -2.783 -1.558 4.810
Cl -0.592 -2.946 6.105
Cl -1.772 -0.606 7.357
H -2.785 -2.661 6.875
C 3.840 2.615 4.622
Cl 3.821 4.077 3.658
Cl 2.198 1.923 4.654
Cl 5.012 1.451 4.007
H 4.120 2.861 5.639
C 5.506 -1.477 -1.693
Cl 4.277 -0.797 -2.758
Cl 5.241 -3.206 -1.452
Cl 7.119 -1.165 -2.324
H 5.417 -0.986 -0.733
C -1.814 -4.218 0.052
Cl -2.482 -3.707 -1.486
Cl -0.178 -4.845 -0.128
Cl -1.824 -2.830 1.167
H -2.438 -4.994 0.478
C 2.572 2.883 -1.901
Cl 3.196 3.198 -0.270
Cl 0.969 3.601 -2.083
Cl 3.684 3.481 -3.121
H 2.473 1.811 -2.026
C -4.877 2.154 3.790
Cl -4.321 0.998 2.567
Cl -3.900 2.027 5.251
Cl -4.862 3.790 3.151
H -5.898 1.891 4.038
C -4.254 -0.119 -2.682
Cl -3.426 -0.852 -4.052
Cl -3.365 -0.470 -1.191
Cl -4.463 1.612 -2.898
H -5.233 -0.571 -2.589
C -1.805 -4.031 -5.204
Cl -1.750 -2.617 -6.257
Cl -3.432 -4.709 -5.140
Cl -0.629 -5.242 -5.703
H -1.544 -3.708 -4.204
C -3.026 0.801 -8.734
Cl -3.847 0.973 -7.182
Cl -2.602 2.373 -9.402
Cl -1.597 -0.222 -8.573
H -3.707 0.315 -9.421
C -7.451 3.950 -2.721
Cl -8.617 5.261 -2.634
Cl -5.801 4.562 -2.580
Cl -7.777 2.732 -1.481
H -7.547 3.473 -3.688
C -6.312 -2.649 1.768
Cl -7.066 -1.272 0.974
Cl -5.262 -3.509 0.640
Cl -5.348 -2.135 3.156
H -7.094 -3.312 2.114
C 6.898 5.203 6.237
Cl 7.750 6.289 7.318
Cl 7.597 3.584 6.264
Cl 5.174 5.133 6.643
H 6.981 5.587 5.229
C 7.916 -1.403 -6.201
Cl 7.891 -2.845 -7.212
Cl 9.418 -0.506 -6.412
Cl 6.518 -0.378 -6.529
H 7.857 -1.718 -5.167
*
```

These are the Löwdin partial charges, in e, on atoms 1 to 4: -0.028 -0.425 1.135 -0.383